{"formula": "C4HCl3", "method": "wB97M-V/def2-TZVPD", "mol_weight_g_mol": 155.4, "de_lowest_kcal_mol": 52.3, "symbols": ["Cl", "C", "C", "Cl", "C", "C", "Cl", "H"], "xyz": [[-2.64634, 0.43047, 2.14626], [-2.68224, 0.37441, 0.55713], [-2.99105, 0.58179, -0.58664], [-3.02320, 0.45598, -2.21177], [-0.23749, -2.43550, 1.23988], [-0.65157, -2.22399, 0.11454], [-1.41886, -1.72427, -1.31519], [0.20156, -2.82736, 2.10639]]}